(P)
C2H8NO2 | wB97M-V/def2-TZVPD

Computed properties:
LUMO energy, eV: -3.3446
Kohn-Sham gap, eV: 11.8

ORCA input file:
```
! wB97M-V def2-TZVPD RIJCOSX def2/J DEFGRID3
* xyz 1 1
C 1.17493 -2.60344 0.50328
N 0.92237 -1.27587 1.15579
H 1.71160 -2.42612 -0.41998
H 0.21914 -3.07173 0.29248
H 1.71889 -3.25038 1.18148
H 0.05788 -0.81249 0.88551
H 0.76003 -1.46674 2.14307
H 1.75227 -0.69039 1.16072
O -0.06801 0.64501 -0.43052
C -0.71566 1.44746 -1.03663
O -1.55238 2.24958 -0.41000
H -0.71079 1.65772 -2.11310
H -2.24499 2.71218 -0.91404
*
```

(Q)
C2H8NO2 | wB97M-V/def2-TZVPD

Computed properties:
LUMO energy, eV: -4.0586
Kohn-Sham gap, eV: 12.8

ORCA input file:
```
! wB97M-V def2-TZVPD RIJCOSX def2/J DEFGRID3
* xyz 1 1
C 0.03238 -1.08250 -0.18481
C 0.46879 -0.04153 0.78865
N 1.17474 -0.39332 1.82593
O 0.21301 1.24635 0.79559
O -1.21216 1.30692 -1.27482
H 0.25804 -0.66863 -1.17256
H 0.62129 -2.08813 0.12266
H -1.12359 -1.27395 -0.14307
H 1.39489 0.21980 2.57651
H -0.34245 1.76446 -1.40212
H 1.80627 -1.15203 1.77169
H -0.67101 1.48027 0.32522
H -1.77692 1.90954 -1.71920
*
```

Q: Which of them is the most stable? A: (P).